(1)
77
Properties=species:S:1:pos:R:3 method="wB97M-V/def2-TZVPD" mol_weight_g_mol=550.55 charge=0 energy_ha=-2040.01525 homo_ev=-9.985 orbital_gap_ha=0.382 max_force_ev_per_a=5.4 multiplicity=1 smiles="O=C1OC[C@@H](F)O1.O=C1OC[C@@H](F)O1.CCOC(C)=O.CCOC(C)=O.CCOC(C)=O.CCOCC"
O -12.27205 21.34138 -22.00880
C -13.42202 20.87031 -22.06743
O -14.20945 20.79793 -23.15667
C -15.27071 19.85869 -22.95538
C -15.38253 19.96143 -21.44175
F -15.80889 18.86769 -20.83130
O -14.08791 20.23897 -21.00630
H -16.06996 20.13247 -23.64411
H -14.81266 18.89060 -23.15812
H -16.08903 20.77826 -21.29431
O -17.40971 21.48398 -18.67547
C -18.45791 21.04588 -18.17706
O -19.50944 21.71789 -17.65569
C -20.57391 20.81976 -17.31113
C -20.05898 19.41252 -17.40197
F -20.88280 18.56314 -18.04967
O -18.96730 19.69629 -18.32894
H -20.98185 21.10045 -16.34010
H -21.37382 20.98102 -18.03380
H -19.70191 18.97620 -16.46911
C -18.59528 23.76170 -22.65269
C -17.49476 24.04024 -21.62826
O -17.86398 24.32862 -20.30716
C -18.28020 25.60758 -20.00569
C -18.66276 25.71617 -18.53935
O -18.49355 26.60637 -20.73042
H -19.29132 24.60053 -22.65470
H -19.23587 22.93678 -22.34084
H -18.17086 23.65482 -23.65095
H -16.76909 23.22818 -21.58281
H -16.84905 24.79732 -22.07321
H -18.87801 26.71619 -18.16289
H -17.85919 25.37618 -17.88606
H -19.61945 25.20615 -18.42656
C -15.74550 20.50934 -28.61708
C -16.87760 21.49116 -28.56831
O -17.78457 20.92208 -27.74171
C -17.85850 21.27504 -26.53439
C -19.12623 20.83705 -25.89666
O -17.04004 21.94094 -25.88925
H -15.13604 20.40456 -27.71949
H -15.09767 20.77718 -29.45175
H -16.08345 19.48617 -28.78144
H -16.65231 22.55546 -28.50044
H -17.46389 21.39767 -29.48244
H -19.40043 21.40131 -25.00530
H -19.08138 19.77033 -25.67708
H -20.04592 21.01576 -26.45374
C -23.21474 12.88693 -19.70682
C -23.85400 13.56195 -20.97835
O -23.63732 14.94349 -20.99296
C -24.03401 15.60149 -22.10182
C -24.13511 17.11881 -21.94583
O -24.23122 15.08865 -23.20219
H -22.28312 12.38928 -19.97612
H -23.84059 12.10532 -19.27613
H -22.88722 13.61323 -18.96296
H -23.70996 12.99621 -21.89884
H -24.94179 13.58847 -21.04250
H -25.10444 17.42107 -21.54941
H -23.97694 17.74563 -22.82343
H -23.43146 17.25021 -21.12382
C -19.41867 19.09220 -22.30340
C -20.43850 19.86471 -21.43759
O -21.29507 20.81287 -22.18021
C -21.83723 20.27915 -23.49167
C -22.36651 21.43668 -24.30432
H -18.84838 19.83738 -22.85799
H -18.75892 18.51514 -21.65545
H -19.92384 18.42607 -23.00281
H -20.92883 19.07718 -20.86535
H -19.85741 20.54930 -20.81971
H -21.19442 19.88789 -24.28022
H -22.62033 19.56745 -23.23027
H -22.58606 21.21943 -25.34964
H -21.62143 22.22979 -24.24162
H -23.28499 21.67596 -23.76837

***

(2)
21
Properties=species:S:1:pos:R:3 method="wB97M-V/def2-TZVPD" e_above_lowest_ev=2.496 mol_weight_g_mol=157.16 charge=-1 energy_ha=-561.11233 homo_ev=-4.516 orbital_gap_ha=0.296 max_force_ev_per_a=3.7 multiplicity=1
C 0.00432 1.77861 -1.48430
C 1.75335 -1.23307 1.68036
C 0.39437 0.57249 -1.23071
C 0.82695 -0.49241 1.12081
C 2.65172 0.36799 -0.29713
C -0.29382 -0.59490 -1.92952
C -0.53132 -0.25984 1.73530
C 1.24335 0.27355 -0.05015
O 2.10269 1.50733 0.10417
O 3.69752 0.03915 -0.69380
F -2.46629 -1.04185 0.05588
H 0.36219 2.57004 -0.80919
H -0.75629 2.08099 -2.19944
H 2.67097 -1.30391 1.20576
H 1.55219 -1.69429 2.57733
H 0.45569 -1.46510 -1.84727
H -1.21722 -0.73206 -1.33371
H -0.66947 -0.44999 -2.89017
H -0.58606 0.85931 1.90464
H -0.65567 -0.83907 2.60895
H -1.28326 -0.56030 1.02426

***

(3)
57
Properties=species:S:1:pos:R:3 method="wB97M-V/def2-TZVPD" e_above_lowest_ev=0.000 mol_weight_g_mol=543.60 charge=0 energy_ha=-5488.12125 homo_ev=-7.598 orbital_gap_ha=0.279 max_force_ev_per_a=0.4 multiplicity=1
Na 0.38220 1.66753 -1.01548
C 3.94752 1.28817 1.14312
C 3.69983 -0.16743 0.77918
S 2.00375 -0.56742 0.28338
C 1.19829 -0.95822 1.85788
C 0.77445 0.22451 2.71958
S -0.55681 1.18471 1.93958
C -0.35829 2.76765 2.80909
C 0.86072 3.58961 2.39993
S 0.73212 3.98410 0.63846
C 2.30413 4.77857 0.25481
C 3.56447 3.97673 0.55071
S 3.62641 2.36319 -0.28404
H 4.98441 1.41206 1.46199
H 3.29935 1.59565 1.96205
H 3.98221 -0.82294 1.60465
H 4.31613 -0.44334 -0.07844
H 1.86683 -1.60697 2.42708
H 0.33040 -1.55997 1.58057
H 1.61611 0.88799 2.90946
H 0.41153 -0.14338 3.68140
H -0.34724 2.57309 3.88229
H -1.27094 3.32192 2.58546
H 1.78157 3.04073 2.60050
H 0.88392 4.51098 2.98565
H 2.36445 5.74164 0.76551
H 2.21313 4.97273 -0.81604
H 3.67252 3.79845 1.62111
H 4.42961 4.56032 0.23484
Br 0.10642 3.05579 -3.16990
C -0.07331 -1.41518 -3.00916
P -1.00358 -1.01633 -1.47767
C -0.97395 -2.58918 -0.55109
C 0.06696 -3.50471 -0.68724
C 0.13016 -4.62809 0.12735
C -0.84531 -4.85014 1.08727
C -1.88860 -3.94341 1.23089
C -1.94893 -2.82035 0.42187
C -2.70975 -0.96144 -2.13039
C -3.32805 0.28121 -2.23576
C -4.60440 0.38637 -2.77268
C -5.27284 -0.75073 -3.19771
C -4.66227 -1.99537 -3.09655
C -3.38564 -2.09956 -2.56910
H 0.98914 -1.51990 -2.78905
H -0.19060 -0.55897 -3.67542
H -0.44789 -2.31927 -3.49024
H 0.83867 -3.34137 -1.42784
H 0.94357 -5.33238 0.00707
H -0.79664 -5.72800 1.71840
H -2.65614 -4.11338 1.97510
H -2.76349 -2.11403 0.53912
H -2.79925 1.17363 -1.92022
H -5.07259 1.35806 -2.85997
H -6.26965 -0.66892 -3.61170
H -5.18226 -2.88345 -3.43250
H -2.91253 -3.07157 -2.48718